[1]
11
Properties=species:S:1:pos:R:3 method="wB97M-V/def2-TZVPD" spin_multiplicity=1 charge=0 gap_ev=8.71 e_lumo_ev=-0.14 relative_energy_kj_mol=370.60 homo_energy_ev=-8.843 total_energy_ha=-231.08257
C -1.03610 -0.52042 0.01286
C 0.15731 -0.88320 0.87128
C 1.27004 -0.31529 0.01873
O 0.72107 0.71741 -0.80291
C -0.49268 0.90025 -0.09580
H -2.02220 -0.62198 0.47426
H -1.01388 -1.04409 -0.95898
H -0.22381 1.14689 0.95898
H 1.62119 -1.18474 -0.56955
H 2.13009 0.09477 0.56970
H -1.11103 1.71041 -0.47858

***

[2]
132
Properties=species:S:1:pos:R:3 method="wB97M-V/def2-TZVPD" spin_multiplicity=1 charge=0 gap_ev=9.02 smiles="Fc1ccccc1.Fc1ccccc1.Fc1ccccc1.CNC(C)=O.CNC(C)=O.CNC(C)=O.CNC(C)=O.CNC(C)=O.CNC(C)=O.CNC(C)=O.CNC(C)=O" e_lumo_ev=0.11 relative_energy_kj_mol=0.00 homo_energy_ev=-8.911 total_energy_ha=-2982.53504
C 6.20652 0.83451 4.25548
C 5.66940 2.00609 5.02892
O 6.47634 2.64317 5.76730
N 4.38491 2.21235 4.94107
C 3.70742 3.27610 5.69429
H 7.26899 0.71067 4.46507
H 5.98545 0.89812 3.19003
H 5.70272 -0.05173 4.64131
H 3.89303 1.88826 4.12064
H 3.19863 2.80638 6.53608
H 2.95885 3.77007 5.07483
H 4.39094 4.03391 6.07720
C -3.24695 7.14544 -2.50330
C -4.25361 7.56765 -1.38651
O -4.98983 6.71425 -0.92437
N -4.21671 8.84608 -0.96031
C -5.03644 9.45755 0.08950
H -2.74936 7.98636 -2.98637
H -3.78854 6.59379 -3.27170
H -2.41255 6.64285 -2.01413
H -3.45595 9.35810 -1.38360
H -5.93915 8.90908 0.35859
H -5.32376 10.48347 -0.14081
H -4.47113 9.53373 1.01832
C -3.24935 -9.39104 0.28016
C -3.46897 -8.14686 -0.50780
O -4.58527 -7.95184 -1.00684
N -2.41192 -7.38808 -0.75888
C -2.46745 -6.19357 -1.54874
H -3.27780 -9.29084 1.36518
H -2.25006 -9.76535 0.05788
H -4.00912 -10.11716 -0.00896
H -1.52694 -7.61915 -0.33048
H -3.44656 -5.71456 -1.54539
H -2.24083 -6.39758 -2.59523
H -1.85224 -5.32337 -1.31990
C 3.64314 -8.48760 4.27788
C 3.04225 -7.39364 3.43077
O 2.19153 -7.71026 2.63157
N 3.48392 -6.13124 3.58177
C 2.78737 -5.02780 2.94793
H 2.98568 -8.65722 5.13059
H 4.61714 -8.31917 4.73728
H 3.69182 -9.40785 3.69576
H 4.02206 -5.83784 4.38453
H 3.44023 -4.61447 2.17917
H 2.47906 -4.17495 3.55265
H 1.88721 -5.38533 2.44795
C -1.30474 1.05582 -1.05464
C 0.17137 0.70277 -0.94621
O 0.83550 0.89438 0.07842
N 0.75353 0.26517 -2.09282
C 2.10638 -0.07346 -2.35342
H -1.77848 1.00980 -2.03522
H -1.39057 1.99606 -0.50997
H -1.91374 0.34406 -0.49730
H 0.09604 0.11014 -2.84367
H 2.60390 0.61515 -3.03635
H 2.19339 -1.04322 -2.84341
H 2.65254 -0.14624 -1.41293
C 0.79912 0.22695 -8.99109
C 0.55621 -1.18146 -8.39408
O -0.22537 -1.31263 -7.49119
N 1.25253 -2.22344 -8.91504
C 1.27702 -3.59762 -8.46874
H 0.54382 0.13917 -10.04713
H 1.86462 0.41949 -8.86563
H 0.21971 0.98928 -8.47029
H 1.77604 -2.01190 -9.75248
H 1.35983 -4.37404 -9.22926
H 0.46819 -3.84872 -7.78256
H 2.19594 -3.75660 -7.90447
C -8.99741 3.20816 1.63464
C -9.14434 2.18369 0.52636
O -10.05696 1.37543 0.66386
N -8.41025 2.24554 -0.60960
C -8.47361 1.39187 -1.76115
H -8.08417 3.80202 1.67252
H -9.18311 2.73727 2.59998
H -9.75749 3.92840 1.33192
H -7.78598 3.03727 -0.66909
H -9.16757 0.55370 -1.69796
H -7.49066 0.92171 -1.73204
H -8.48583 1.85600 -2.74732
C -7.95841 -4.39661 1.14454
C -9.16338 -4.64250 0.26756
O -10.17853 -3.99189 0.42053
N -9.10377 -5.54735 -0.63622
C -10.19671 -5.94340 -1.52603
H -7.47027 -3.47768 0.81993
H -7.26031 -5.23005 1.06625
H -8.20956 -4.26224 2.19667
H -8.32843 -6.18301 -0.75827
H -11.15189 -5.60348 -1.12577
H -10.21828 -7.02819 -1.42174
H -10.08969 -5.48365 -2.50851
F 6.42205 5.28535 -2.25026
C 6.65634 6.25966 -1.34078
C 6.41579 6.06998 -0.00891
C 6.86638 7.09965 0.86669
C 7.43289 8.26122 0.39016
C 7.65925 8.44058 -0.95456
C 7.24304 7.42802 -1.82124
H 5.88679 5.17345 0.27885
H 6.77407 6.95793 1.93337
H 7.65559 9.04219 1.10213
H 8.06126 9.34711 -1.38234
H 7.33602 7.59104 -2.88481
F -4.85622 5.60350 9.16354
C -4.31521 4.73487 8.28933
C -3.61954 3.61405 8.74750
C -2.96087 2.74696 7.88780
C -2.96876 3.11511 6.53191
C -3.68644 4.17213 6.07011
C -4.45462 4.92874 6.93982
H -3.57690 3.39294 9.80377
H -2.40046 1.88693 8.22352
H -2.33918 2.57774 5.83819
H -3.69458 4.37828 5.01000
H -4.98793 5.78439 6.55273
F 11.14940 -1.06552 -1.20366
C 11.54608 -1.92430 -2.17128
C 10.63317 -2.43682 -3.07466
C 10.99214 -3.43061 -3.98913
C 12.35314 -3.81954 -4.03582
C 13.32049 -3.30575 -3.13658
C 12.85338 -2.41184 -2.19004
H 9.60301 -2.11502 -3.11489
H 10.30889 -3.83001 -4.72401
H 12.70494 -4.56126 -4.73760
H 14.37232 -3.51279 -3.26767
H 13.42393 -1.94770 -1.39917

***

[3]
45
Properties=species:S:1:pos:R:3 method="wB97M-V/def2-TZVPD" spin_multiplicity=1 charge=+1 gap_ev=6.84 e_lumo_ev=-4.22 homo_energy_ev=-11.061 total_energy_ha=-4075.43410
C 7.50966 -4.89511 -0.45309
B 6.65820 -3.60417 -0.42370
O 6.92134 -2.60847 0.45450
N 5.45208 -3.39862 -1.35992
C 4.25686 -3.76623 -0.93073
N 4.03583 -4.34284 0.26942
C 2.73579 -4.55624 0.32335
N 2.11641 -4.13769 -0.77744
Br 0.33470 -4.17068 -1.17836
N 3.08918 -3.63777 -1.60483
H 6.98802 -5.76869 -0.83834
H 8.42695 -4.71923 -1.02137
H 7.83421 -5.10305 0.56848
H 6.87203 -1.71998 0.08854
H 5.52399 -2.99357 -2.28073
H 2.22701 -5.01902 1.15300
H 2.88512 -3.23338 -2.50598
C -1.27910 0.63944 -3.34747
C -0.80825 -0.24943 -2.46942
C -1.49960 -0.55536 -1.16131
O -0.97281 -1.41128 -0.45701
C -2.69829 0.15910 -0.82586
C -3.18451 1.06201 -1.69913
C -2.50681 1.34909 -3.02614
O -3.03481 2.16868 -3.74684
O -4.27104 1.76658 -1.48296
O 0.31024 -0.95888 -2.63783
H -0.78903 0.86007 -4.28513
H -3.17714 -0.05355 0.11996
H -4.39879 2.34191 -2.26467
H 0.36234 -1.49279 -1.81876
C -3.58513 5.11640 1.59829
C -4.28613 3.97636 1.52430
C -4.74485 3.22561 2.75741
O -5.38195 2.20415 2.56295
C -4.39981 3.74692 4.05846
C -3.69796 4.88852 4.13502
C -3.25518 5.65087 2.90219
O -2.63562 6.68096 3.09040
O -3.33021 5.44892 5.27306
O -4.64083 3.39501 0.38877
H -3.25513 5.65980 0.72413
H -4.71912 3.19820 4.93305
H -2.84289 6.26248 5.03210
H -5.14497 2.59492 0.63960

***

[4]
54
Properties=species:S:1:pos:R:3 method="wB97M-V/def2-TZVPD" spin_multiplicity=1 charge=0 gap_ev=8.17 smiles="CC(=O)N[C@H](C=O)[C@@H]1NC(C(=O)O)=C(C)CS1.CNC(=O)[C@H](CO)NC(C)=O" e_lumo_ev=0.34 relative_energy_kj_mol=0.00 homo_energy_ev=-7.826 total_energy_ha=-1769.20559
O 1.95376 -2.73232 -3.08284
O -3.59083 2.00755 -3.65639
O 2.08671 -1.71681 5.60343
O 0.95130 1.81261 -4.30211
O -0.71370 1.67787 1.92602
O 2.69337 -1.69637 -1.21293
O 1.72214 1.20074 0.79349
S -2.19879 0.03133 -0.85094
C 1.73268 -2.02734 -2.11062
C -2.91799 1.14855 -4.20588
C 2.22590 -0.79854 4.81370
C 0.44177 2.18808 -3.24890
C -0.20562 1.41502 3.01229
C 0.39233 -1.41009 -1.90680
C -0.79296 -2.14331 -2.02112
N -0.86761 1.76598 4.12195
N 0.41427 -0.06169 -1.50054
N -1.62566 0.88959 -3.79091
N 1.19537 -0.40139 4.06897
C -3.51498 0.35076 -5.34816
C 3.56630 -0.09984 4.69979
C -0.78842 -3.60768 -2.40636
C -2.16344 -1.57481 -1.72571
C -0.42977 1.67637 5.51678
C -0.70274 0.88982 -1.44165
C -0.91624 1.66574 -2.75502
C 1.58512 0.13278 1.70585
C 1.16012 0.68527 3.07774
H 3.49107 -2.13610 -1.54280
H 0.86230 1.65110 0.81117
H 0.97495 2.91248 -2.64155
H -1.76087 2.20312 3.94659
H 1.27162 0.21841 -1.00384
H -1.07610 0.22802 -4.33644
H 0.34893 -0.93209 4.20712
H -3.61111 -0.69815 -5.05995
H -2.87153 0.42248 -6.22805
H -4.50456 0.73969 -5.60303
H 4.27567 -0.59402 5.36265
H 3.92958 -0.16402 3.67668
H 3.46304 0.94095 4.99793
H -0.79905 -3.70488 -3.49592
H -1.66756 -4.11897 -2.00378
H 0.09067 -4.12720 -2.01551
H -2.69760 -1.46439 -2.67283
H -2.72550 -2.28722 -1.11523
H 0.62034 1.96020 5.60927
H -1.02673 2.35160 6.13276
H -0.56350 0.65911 5.89092
H -0.46368 1.63782 -0.67926
H -1.51150 2.54838 -2.50217
H 2.53842 -0.38965 1.78976
H 0.83141 -0.56700 1.34032
H 1.88891 1.44248 3.36205

***

[5]
87
Properties=species:S:1:pos:R:3 method="wB97M-V/def2-TZVPD" spin_multiplicity=1 charge=-1 gap_ev="4.32 / 4.33" e_lumo_ev="-0.22 / -0.18" homo_energy_ev="-4.540 / -4.514" total_energy_ha=-3944.03295
Lu -2.68422 -0.21812 -0.95873
C 2.11716 0.84823 5.06506
C 2.16649 1.61195 3.73500
C 2.32102 3.11663 3.99713
C 3.40062 1.13415 2.96438
C 0.87116 1.36564 2.97529
C 0.84225 0.84546 1.71176
C -0.38466 0.65512 1.04479
N -0.54008 0.24494 -0.21784
C 0.38907 -0.16368 -1.10221
C 1.59275 -0.83033 -0.84177
C 2.45386 -1.13354 -1.86697
C 2.13196 -0.67679 -3.16223
C 0.93862 -0.07898 -3.49053
C -0.04890 0.06220 -2.46680
O -1.26372 0.41761 -2.65763
C 0.61787 0.39536 -4.89977
C 0.07068 1.82864 -4.83042
C -0.44740 -0.53185 -5.49575
C 1.84849 0.39940 -5.81319
C 3.68026 -1.98122 -1.57221
C 3.20349 -3.42084 -1.32481
C 4.69612 -1.98122 -2.71760
C 4.39642 -1.45541 -0.32009
C -1.64780 1.04181 1.65695
O -2.71724 0.94367 0.95276
C -1.59455 1.53110 2.99967
C -0.36187 1.69087 3.58474
C -2.88594 1.90388 3.71533
C -3.61017 3.00338 2.92357
C -3.76184 0.64697 3.80716
C -2.64266 2.43399 5.13350
H 3.03661 1.01027 5.62427
H 2.00429 -0.21801 4.88138
H 1.28295 1.17790 5.67647
H 3.21334 3.30440 4.59332
H 1.46160 3.51382 4.53115
H 2.41582 3.65268 3.05351
H 4.29909 1.35045 3.53886
H 3.49229 1.63886 2.00671
H 3.36158 0.06176 2.79629
H 1.74391 0.64528 1.16152
H 1.77079 -1.17755 0.16320
H 2.85285 -0.82950 -3.94543
H -0.82009 1.85660 -4.21062
H -0.18672 2.18482 -5.82664
H 0.81320 2.49886 -4.39917
H -1.34197 -0.50490 -4.88127
H -0.08313 -1.55663 -5.52671
H -0.70535 -0.21913 -6.50598
H 2.66123 0.97391 -5.37230
H 1.58962 0.85645 -6.76671
H 2.20082 -0.60947 -6.01426
H 2.71386 -3.81133 -2.21492
H 2.48442 -3.45381 -0.50985
H 4.04874 -4.06061 -1.07380
H 4.28663 -2.44861 -3.60950
H 5.57728 -2.54626 -2.41567
H 5.00787 -0.96616 -2.95730
H 3.79682 -1.59342 0.57349
H 4.62044 -0.39613 -0.42800
H 5.33084 -1.99196 -0.17244
H -0.32017 2.12595 4.56842
H -3.89219 2.64155 1.93891
H -2.95890 3.86928 2.80372
H -4.50867 3.31449 3.45466
H -4.00532 0.28023 2.81453
H -4.69256 0.86401 4.32598
H -3.24287 -0.14140 4.34969
H -2.09816 3.37730 5.10748
H -2.09599 1.71397 5.73861
H -3.60091 2.61131 5.61773
S -4.70574 -1.49541 0.31845
C -3.77768 -2.48184 1.38497
C -4.44435 -2.87679 2.55574
N -5.02218 -3.17823 3.50225
C -2.46902 -2.89266 1.18998
S -1.53448 -2.54111 -0.22259
C -1.83268 -3.66519 2.17458
N -1.27606 -4.28153 2.97095
O -4.06430 0.17095 -2.32829
N -3.70035 -0.99502 -2.78578
C -4.11814 -1.38779 -3.96137
C -4.96124 -0.65675 -4.83775
N -5.63158 -0.08093 -5.56984
C -3.70792 -2.64289 -4.46529
N -3.41542 -3.64314 -4.94382

***

[6]
59
Properties=species:S:1:pos:R:3 method="wB97M-V/def2-TZVPD" spin_multiplicity=4 charge=-1 gap_ev="5.54 / 6.54" e_lumo_ev="2.60 / 2.60" relative_energy_kj_mol=237.28 homo_energy_ev="-2.937 / -3.948" total_energy_ha=-3299.20048 s2=3.77
V -0.39505 -0.14135 0.17494
C 1.72532 1.98591 0.46457
N 1.65547 0.94812 -0.57956
C 1.72597 1.57869 -1.91269
C 0.55059 2.46626 -2.23043
C -0.57869 1.96252 -2.84865
C -1.66249 2.80380 -3.05728
C -1.56610 4.12003 -2.65222
C -0.38281 4.54515 -2.06211
N 0.65594 3.74944 -1.85525
C 2.81076 0.02519 -0.40889
C 2.50513 -1.44464 -0.54552
C 2.00321 -1.99985 -1.71632
C 1.73608 -3.35385 -1.75542
C 2.00197 -4.11601 -0.63100
C 2.51865 -3.47894 0.48270
N 2.77631 -2.17554 0.53476
C 1.48382 1.41656 1.83483
C 2.14919 1.90538 2.94562
C 1.82057 1.41542 4.20260
C 0.82984 0.45181 4.29836
C 0.20759 0.00477 3.14459
N 0.53837 0.47019 1.93128
H 2.69362 2.50874 0.44243
H 0.96189 2.73556 0.25811
H 2.64928 2.17014 -1.99597
H 1.78234 0.77033 -2.64080
H -0.63721 0.91517 -3.10583
H -2.57564 2.41667 -3.48592
H -2.39416 4.80523 -2.77399
H -0.27001 5.57347 -1.73210
H 3.60689 0.32239 -1.10515
H 3.20507 0.14868 0.59888
H 1.78787 -1.37660 -2.57406
H 1.30691 -3.80362 -2.64114
H 1.79188 -5.17648 -0.60350
H 2.72707 -4.04131 1.38653
H 2.91410 2.66127 2.82173
H 2.32866 1.78196 5.08514
H 0.53429 0.04053 5.25361
H -0.55913 -0.76036 3.14741
O -4.54666 -1.66808 -1.37489
P -4.10276 -1.65251 0.15523
O -5.17291 -2.10871 1.04494
O -2.74791 -2.39297 0.18710
O -3.80357 -0.06725 0.43224
P -2.88714 0.86342 -0.48928
O -3.92105 2.02567 -0.92009
O -1.78047 1.51221 0.31549
O -2.46246 0.09991 -1.70319
H -3.82641 -1.23273 -1.87842
H -4.02677 2.65211 -0.19596
C -1.16851 -3.85382 1.93141
O -1.28328 -2.44197 2.00099
C -1.39877 -1.79972 0.74201
O -0.42949 -2.10775 -0.11576
H -2.14333 -4.31489 1.75510
H -0.77553 -4.19924 2.89023
H -0.48637 -4.14453 1.12857

***

[7]
63
Properties=species:S:1:pos:R:3 method="wB97M-V/def2-TZVPD" spin_multiplicity=1 charge=+1 gap_ev=8.13 e_lumo_ev=-4.54 homo_energy_ev=-12.670 total_energy_ha=-1368.98253
C -1.65341 -0.76316 -1.25239
C -0.83189 -1.78273 -0.49584
O 0.26556 -1.19911 0.26444
C 0.98452 -0.23378 -0.31862
C 1.80329 -0.45022 -1.43404
C 2.55693 0.59462 -1.95570
C 2.50603 1.84765 -1.37883
P 3.54520 3.27528 -1.98993
O 3.30203 3.02508 -3.57689
O 2.53245 4.48739 -1.59241
N 1.72682 1.99852 -0.28802
C 0.97694 1.02173 0.24710
H -2.57322 -1.25107 -1.58193
H -1.92724 0.07047 -0.60236
H -1.15605 -0.38595 -2.14904
H -1.45288 -2.24809 0.26770
H -0.42717 -2.56647 -1.13901
H 1.85278 -1.43514 -1.88579
H 3.20020 0.43291 -2.81251
H 2.44651 2.67005 -3.84758
H 1.61357 4.38082 -1.87603
H 1.72238 2.90745 0.17049
H 0.37649 1.21375 1.12720
C -8.56202 -4.61261 -1.20192
C -7.48805 -3.62340 -0.76041
C -6.62546 -3.10651 -1.91109
C -5.82926 -4.18312 -2.65144
C -4.89105 -5.00726 -1.77133
C -3.81032 -4.17408 -1.09009
H -8.12880 -5.50901 -1.64781
H -9.17077 -4.93167 -0.35586
H -9.22705 -4.15984 -1.93985
H -6.85658 -4.08634 0.00343
H -7.96705 -2.76822 -0.27733
H -5.94200 -2.34233 -1.52702
H -7.26841 -2.59511 -2.63369
H -5.24318 -3.70166 -3.44154
H -6.51763 -4.85998 -3.16247
H -4.41431 -5.77048 -2.39068
H -5.46311 -5.54674 -1.01290
H -3.19996 -3.65610 -1.83671
H -3.14812 -4.80632 -0.49597
H -4.23918 -3.42579 -0.42006
C 6.76011 4.95702 3.80257
C 6.47650 3.45802 3.78564
C 6.09683 2.92226 2.40580
C 4.82409 3.53185 1.82038
C 3.56654 3.36241 2.67393
C 3.16639 1.90219 2.87198
H 5.88438 5.54173 3.51577
H 7.05664 5.28557 4.79826
H 7.56952 5.20702 3.11412
H 5.68918 3.22543 4.50855
H 7.36441 2.92206 4.12706
H 5.99634 1.83421 2.46038
H 6.91845 3.11185 1.70943
H 4.63922 3.07691 0.83716
H 4.98316 4.59589 1.63064
H 2.74419 3.89470 2.17687
H 3.68497 3.85132 3.64205
H 3.02830 1.42714 1.89836
H 2.23465 1.82159 3.43565
H 3.91858 1.32741 3.41013

***

Repeat the first record exactly.
11
Properties=species:S:1:pos:R:3 method="wB97M-V/def2-TZVPD" spin_multiplicity=1 charge=0 gap_ev=8.71 e_lumo_ev=-0.14 relative_energy_kj_mol=370.60 homo_energy_ev=-8.843 total_energy_ha=-231.08257
C -1.03610 -0.52042 0.01286
C 0.15731 -0.88320 0.87128
C 1.27004 -0.31529 0.01873
O 0.72107 0.71741 -0.80291
C -0.49268 0.90025 -0.09580
H -2.02220 -0.62198 0.47426
H -1.01388 -1.04409 -0.95898
H -0.22381 1.14689 0.95898
H 1.62119 -1.18474 -0.56955
H 2.13009 0.09477 0.56970
H -1.11103 1.71041 -0.47858